Entry from the OMol25 dataset: a single C5H8F2 molecule (wB97M-V/def2-TZVPD).

Atoms and positions in Å:
F1 -1.6136 -1.3613 -0.3278
C1 -1.0451 -0.5687 0.6356
C2 -0.0284 0.3692 -0.0251
C3 1.1430 -0.3677 -0.6379
F2 1.8330 -1.0728 0.3127
C4 0.2201 1.6658 0.6718
C5 -0.5072 1.6183 -0.6276
H1 -1.8217 0.0516 1.1291
H2 -0.6502 -1.2308 1.3959
H3 1.8223 0.3549 -1.1472
H4 0.6892 -1.0410 -1.3159
H5 -0.2810 1.8228 1.5662
H6 1.2257 1.9644 0.6828
H7 -1.5844 1.7194 -0.6920
H8 -0.0686 1.9645 -1.5835

Computed properties:
- HOMO energy (eV) = -10.87
- total charge = 0
- frontier orbital gap (eV) = 11.87
- SMILES = FCC1(CF)CC1
- relative energy (zero: lowest compared OMol25 entry of this formula, charge and spin) (eV) = 0.803


Entry from the OMol25 dataset: a molecular structure, C16H30BaNOP (wB97M-V/def2-TZVPD).

Atoms and positions in Å:
C1 0.6233 3.5760 -3.7717
C2 -0.6839 3.1228 -3.5641
C3 -0.9297 2.0476 -2.7187
C4 0.1440 1.4459 -2.0664
C5 1.4650 1.7944 -2.3702
C6 1.6974 2.9110 -3.1775
C7 -2.3678 1.5637 -2.4994
C8 -2.6234 0.3672 -1.6830
N1 -2.2156 -0.8800 -2.0007
Ba1 -1.0353 -1.3226 0.0541
C9 2.6154 1.0268 -1.7439
P1 2.1567 -0.6968 -1.2558
H1 -1.5128 3.6363 -4.0582
H2 2.7203 3.2600 -3.3401
H3 0.8059 4.4397 -4.4082
H4 2.9400 1.5213 -0.8099
H5 3.4913 0.9945 -2.4099
H6 -2.9091 2.3771 -1.9789
H7 -2.8787 1.4501 -3.4755
H8 -0.0599 0.7561 -1.2361
C10 3.6478 -1.0802 -0.2659
C11 2.5399 -1.5726 -2.8217
H9 -3.2437 0.4355 -0.7935
C12 -1.4830 -1.0753 -3.2850
C13 -3.1741 -2.0053 -1.7148
H10 -0.1588 -2.6408 2.5115
H11 -1.5685 -2.1332 -3.5576
H12 -1.8898 -0.4396 -4.0912
H13 -0.4182 -0.8326 -3.1610
H14 -3.9470 -2.0630 -2.5085
H15 -2.6203 -2.9555 -1.7288
H16 -3.6596 -1.8519 -0.7339
H17 3.6269 -1.6965 -2.9290
H18 2.0826 -2.5730 -2.7877
H19 2.1425 -1.0176 -3.6808
H20 4.5437 -1.0701 -0.9055
H21 3.7503 -0.3368 0.5392
H22 3.5359 -2.0817 0.1730
H23 -0.3544 -3.2912 2.0030
C14 -1.4512 1.8359 2.9828
C15 -0.3497 1.7087 1.9505
C16 0.9749 1.3038 2.5805
O1 -0.7146 0.7752 0.9546
H24 -1.5673 0.8959 3.5436
H25 -2.4110 2.0531 2.5046
H26 -1.2318 2.6327 3.7036
H27 -0.2162 2.7055 1.4992
H28 0.8483 0.3463 3.0986
H29 1.7444 1.1678 1.8162
H30 1.3453 2.0291 3.3147

Computed properties:
- HOMO energy (eV) = -4.08
- total charge = 0
- frontier orbital gap (eV) = 3.69


Entry from the OMol25 dataset: a molecular structure, C5H15N7S5SbV (wB97M-V/def2-TZVPD).

Atoms and positions in Å:
V1 1.3239 0.9490 -0.4774
S1 4.0854 2.5260 1.4458
Sb1 3.4593 2.9086 -0.7021
S2 3.1243 0.6786 -1.7660
S3 1.0105 3.1459 -0.7364
S4 4.4723 4.3105 -2.0993
C1 -3.3158 -0.0901 -0.7925
N1 -2.7031 -0.0993 0.5257
C2 -3.5323 0.5084 1.5641
C3 -1.3389 0.0791 0.5684
N2 -0.5999 0.3165 -0.4618
N3 -0.8014 -0.0810 1.8302
C4 0.4806 0.1874 2.2714
N4 0.6613 -0.0236 3.6030
N5 1.4052 0.5785 1.4826
H1 -4.3443 -0.4278 -0.6951
H2 -2.7965 -0.7887 -1.4476
H3 -3.3181 0.9074 -1.2486
H4 -4.5544 0.1672 1.4209
H5 -3.5101 1.6016 1.5086
H6 -3.2309 0.2040 2.5640
H7 -1.1310 0.4892 -1.3061
H8 -1.3993 -0.5571 2.4828
H9 -0.1198 -0.0662 4.2320
H10 1.5438 0.2492 4.0004
H11 2.2834 0.8971 1.9087
N6 2.7808 -2.3331 -2.5120
C5 1.5280 -2.3658 -2.0295
N7 0.5248 -2.2822 -2.9386
S5 1.2168 -2.4886 -0.3957
H12 2.9508 -1.9661 -3.4360
H13 3.5015 -2.1454 -1.8337
H14 0.7239 -2.4222 -3.9164
H15 -0.3810 -2.5671 -2.6137

Computed properties:
- HOMO energy (spin up / spin down) (eV) = -7.32 / -7.40
- total charge = 0
- frontier orbital gap (spin up / spin down) (eV) = 6.89 / 6.96
- relative energy (zero: lowest compared OMol25 entry of this formula, charge and spin) (eV) = 1.398
- spin multiplicity = 3


Entry from the OMol25 dataset: a molecular structure, C47H57NPSSiSn (wB97M-V/def2-TZVPD).

Atoms and positions in Å:
Sn1 -0.1602 0.1203 -0.0723
C1 3.8991 -2.4260 2.9027
C2 2.8985 -3.2356 2.3872
C3 1.5833 -2.7920 2.3512
C4 1.2569 -1.5257 2.8262
C5 2.2755 -0.7126 3.3280
C6 3.5861 -1.1603 3.3764
P1 -0.4285 -0.8100 2.7342
C7 -0.9597 -0.9709 4.4947
C8 -2.3268 -0.8436 4.7663
C9 -2.8015 -0.8505 6.0663
C10 -1.9227 -0.9850 7.1330
C11 -0.5666 -1.1185 6.8799
C12 -0.0880 -1.1049 5.5762
C13 -1.4554 -2.0850 1.9282
C14 -1.7722 -3.2886 2.5588
C15 -2.4777 -4.2593 1.8622
C16 -2.8808 -4.0007 0.5581
C17 -2.6169 -2.7672 -0.0259
C18 -1.8933 -1.7624 0.6323
H1 4.9230 -2.7788 2.9361
H2 3.1400 -4.2205 2.0056
H3 0.8048 -3.4270 1.9491
H4 2.0270 0.2810 3.6886
H5 4.3652 -0.5164 3.7672
H6 -3.0211 -0.7588 3.9385
H7 -3.8647 -0.7508 6.2523
H8 -2.2922 -0.9881 8.1513
H9 0.1275 -1.2391 7.7037
H10 0.9729 -1.2168 5.4058
H11 -1.4581 -3.4725 3.5821
H12 -2.7037 -5.2104 2.3314
H13 -3.4113 -4.7705 0.0034
H14 -2.9862 -2.5851 -1.0352
C19 -5.2320 -0.0747 -5.1128
C20 -4.4411 -1.2306 -4.4790
C21 -4.7229 -2.5292 -5.2486
C22 -4.9272 -1.4199 -3.0411
C23 -2.9525 -0.8880 -4.5406
C24 -2.3206 -0.8192 -5.7907
C25 -0.9772 -0.5157 -5.9106
C26 -0.2577 -0.2398 -4.7597
S1 1.4318 0.1262 -4.5924
C27 1.2118 0.2794 -2.8560
N1 -0.0354 0.1094 -2.4562
C28 -0.8728 -0.2339 -3.5015
C29 -2.2165 -0.5985 -3.4023
C30 2.3048 0.5093 -1.9662
C31 3.6341 0.3399 -2.4045
C32 4.6752 0.5390 -1.5321
C33 4.3961 0.8880 -0.2036
C34 3.0927 0.9889 0.2347
C35 1.9891 0.8435 -0.6233
H15 -6.3058 -0.2708 -5.0595
H16 -4.9584 0.0639 -6.1603
H17 -5.0232 0.8563 -4.5830
H18 -5.7885 -2.7660 -5.2031
H19 -4.1662 -3.3580 -4.8072
H20 -4.4398 -2.4504 -6.2982
H21 -5.9931 -1.6562 -3.0404
H22 -4.7833 -0.5149 -2.4521
H23 -4.3961 -2.2394 -2.5525
H24 -2.8806 -1.0206 -6.6949
H25 -0.4928 -0.4952 -6.8788
H26 -2.6419 -0.6680 -2.4097
H27 3.8297 0.0170 -3.4229
H28 5.6987 0.3992 -1.8581
H29 5.2191 1.0695 0.4806
H30 2.9129 1.2227 1.2794
C36 -2.4227 2.3753 2.8364
C37 -1.3688 3.2328 2.1218
C38 -1.7579 4.7043 2.3173
C39 -0.0267 3.0152 2.8386
Si1 -1.2461 2.6763 0.2284
C40 -0.1993 4.0449 -0.7262
C41 -0.9576 5.3557 -0.9739
C42 1.0808 4.3776 0.0510
C43 0.2504 3.4790 -2.0798
C44 -3.0708 2.6612 -0.5192
C45 -2.9884 2.6627 -2.0489
C46 -3.9434 3.8539 -0.1038
C47 -3.7937 1.3737 -0.1003
H31 -2.3192 2.4776 3.9227
H32 -2.3024 1.3197 2.5900
H33 -3.4363 2.6823 2.5710
H34 -1.8977 4.9063 3.3868
H35 -2.6910 4.9507 1.8090
H36 -0.9820 5.3802 1.9553
H37 -0.1423 3.2023 3.9139
H38 0.7565 3.6752 2.4672
H39 0.3124 1.9892 2.7172
H40 -1.3536 5.7789 -0.0490
H41 -1.7852 5.2196 -1.6718
H42 -0.2772 6.0960 -1.4134
H43 0.8648 4.8987 0.9839
H44 1.7151 5.0386 -0.5524
H45 1.6505 3.4708 0.2706
H46 -0.5901 3.1673 -2.7021
H47 0.8965 2.6144 -1.9284
H48 0.8199 4.2355 -2.6356
H49 -2.6800 3.6339 -2.4399
H50 -3.9751 2.4371 -2.4740
H51 -2.2897 1.9123 -2.4135
H52 -3.4440 4.8076 -0.2813
H53 -4.2199 3.8001 0.9502
H54 -4.8738 3.8522 -0.6865
H55 -3.2488 0.4856 -0.4247
H56 -4.7997 1.3540 -0.5387
H57 -3.9048 1.2908 0.9792

Computed properties:
- HOMO energy (eV) = -2.28
- total charge = -1
- frontier orbital gap (eV) = 4.62


Entry from the OMol25 dataset: a molecular structure, C14H26AlB3Ca2ClF10KNO9P (wB97M-V/def2-TZVPD).

Atoms and positions in Å:
C1 -2.0718 -1.2452 -1.6657
C2 -0.6359 -1.6507 -1.5729
C3 0.2805 -1.3369 -0.2356
B1 1.8439 -1.1729 -0.5824
O1 2.8446 -2.2110 -0.3310
B2 3.9615 -1.6033 0.3144
C4 4.6512 -2.0903 1.6818
O2 4.3870 -3.4680 2.0116
C5 4.2124 -3.6847 3.4027
C6 5.0650 -3.0135 4.5618
O3 3.2668 -4.4451 3.7540
O4 4.5014 -0.3833 -0.3076
B3 3.3325 0.5238 -0.2783
C7 3.2234 1.8455 0.6812
C8 3.1144 1.4471 2.2276
C9 1.8944 0.4644 2.5641
C10 2.7971 2.8282 3.0185
O5 2.2494 0.1198 -1.1474
H1 -2.3587 -0.2395 -2.1143
H2 -2.9121 -1.9056 -1.2691
H3 -0.1528 -2.1955 -2.4896
H4 0.0515 -2.0613 0.6489
H5 -0.0741 -0.3051 0.1136
H6 5.7737 -1.8565 1.5972
H7 4.2553 -1.3926 2.5051
H8 6.0526 -3.5306 4.7658
H9 4.4143 -3.0532 5.4998
H10 5.2713 -1.9208 4.3347
H11 2.4034 2.5800 0.3917
H12 4.2288 2.4437 0.5801
H13 4.0727 0.9616 2.6249
H14 0.9508 0.6877 1.9686
H15 1.6939 0.5920 3.6828
H16 2.1245 -0.6363 2.4148
H17 1.8271 3.2134 2.5462
H18 3.6474 3.5667 2.9374
H19 2.5269 2.5302 4.0742
Ca1 4.9995 2.1364 -1.1079
C11 -6.6127 -1.8803 -1.0157
O6 -6.0269 -0.9616 -1.5324
N1 -6.7292 -3.1365 -1.5537
C12 -7.4475 -4.2027 -0.8847
C13 -6.1111 -3.3988 -2.8335
H20 -7.1146 -1.7756 -0.0410
H21 -6.7620 -5.0355 -0.6978
H22 -8.2674 -4.5412 -1.5262
H23 -7.8573 -3.8598 0.0648
H24 -5.0349 -3.2110 -2.7556
H25 -6.5342 -2.7187 -3.5814
H26 -6.2817 -4.4301 -3.1382
Cl1 1.4339 -4.9586 4.7009
C14 -3.0769 0.6048 0.7999
O7 -2.4999 -0.4864 1.0043
O8 -2.8000 1.4031 -0.1300
O9 -4.0128 1.0516 1.5062
K1 -6.1226 -5.3879 -4.3252
F1 2.1699 6.4286 -2.9725
P1 1.7330 6.2974 -1.4238
F2 2.1680 6.7529 0.0700
F3 1.1868 4.9337 -0.7251
F4 0.2209 6.2010 -1.9656
F5 1.5347 7.9015 -1.4432
F6 3.1678 5.5333 -1.4830
Ca2 -0.7769 -3.6603 -0.6265
F7 -2.4446 3.5739 -4.3868
Al1 -2.2508 5.2021 -5.0555
F8 -2.6075 5.1668 -6.7894
F9 -0.5900 5.7457 -4.8121
F10 -3.3669 6.3099 -4.2489

Computed properties:
- HOMO energy (eV) = -5.85
- total charge = 0
- frontier orbital gap (eV) = 1.59
- relative energy (zero: lowest compared OMol25 entry of this formula, charge and spin) (eV) = 0.000


Entry from the OMol25 dataset: a molecular structure, C5H3NO (wB97M-V/def2-TZVPD).

Atoms and positions in Å:
O1 0.6244 -1.0308 0.2044
C1 0.0200 -0.2945 -0.6860
C2 -0.1742 0.9796 -0.1784
C3 -0.1503 1.0096 1.2848
C4 0.0402 -0.2173 1.7534
C5 -0.2282 -1.1378 -1.7190
N1 -0.4562 -1.7224 -2.6688
H1 -0.6897 1.6731 -0.8285
H2 0.8548 1.4502 0.1391
H3 0.1591 -0.7098 2.6991

Computed properties:
- HOMO energy (eV) = -9.15
- total charge = 0
- frontier orbital gap (eV) = 7.36
- relative energy (zero: lowest compared OMol25 entry of this formula, charge and spin) (eV) = 6.149


Table of max |F| (eV/A), in record order: 2.200; 5.901; 0.548; 0.637; 8.453; 6.998